[1]
48
Properties=species:S:1:pos:R:3 method="wB97M-V/def2-TZVPD" e_above_lowest_kcal_mol=10.5 e_tot_ha=-1450.8118 smiles="Cc1ccc(NC(=O)CS[C@@H](C)C(=O)NCCc2ccccn2)cc1" spin_multiplicity=1
C -4.891 -2.922 0.354
C -4.145 -1.627 0.257
C -3.728 -1.130 -0.971
C -3.055 0.073 -1.073
C -2.781 0.809 0.074
C -3.200 0.325 1.311
C -3.872 -0.877 1.396
H -4.187 -1.242 2.363
H -2.989 0.892 2.206
N -2.098 2.032 0.045
C -1.333 2.540 -0.948
O -1.161 2.035 -2.039
C -0.628 3.822 -0.547
H -0.064 4.221 -1.390
H -1.330 4.571 -0.183
S 0.510 3.494 0.846
C 1.632 2.251 0.069
C 1.250 0.876 0.605
O 1.611 0.490 1.698
N 0.434 0.161 -0.199
C 0.132 -1.221 0.090
H -0.921 -1.414 -0.134
C 1.033 -2.161 -0.729
C 2.469 -1.813 -0.467
N 3.027 -0.960 -1.317
C 4.271 -0.569 -1.098
C 5.026 -0.993 -0.018
C 4.443 -1.880 0.874
C 3.146 -2.302 0.646
H 2.658 -2.989 1.320
H 4.992 -2.234 1.735
H 6.034 -0.637 0.124
H 4.675 0.118 -1.832
H 0.824 -3.193 -0.446
H 0.823 -2.024 -1.791
H 0.312 -1.364 1.158
H 0.262 0.466 -1.146
C 3.069 2.584 0.429
H 3.211 2.452 1.499
H 3.307 3.609 0.157
H 3.740 1.906 -0.095
H 1.464 2.320 -1.007
H -2.036 2.503 0.939
H -2.737 0.439 -2.034
H -3.933 -1.695 -1.870
H -5.965 -2.736 0.331
H -4.645 -3.575 -0.480
H -4.659 -3.434 1.285

[2]
49
Properties=species:S:1:pos:R:3 method="wB97M-V/def2-TZVPD" e_above_lowest_kcal_mol=26.0 e_tot_ha=-1526.0367 smiles="Cn1c(=O)n(C)c2cc(NS(=O)(=O)c3ccc(C(C)(C)C)cc3)ccc21" spin_multiplicity=1
C 4.700 1.808 1.976
N 4.496 0.862 0.916
C 5.374 0.689 -0.130
O 6.407 1.293 -0.319
N 4.849 -0.309 -0.931
C 3.664 -0.755 -0.393
C 2.777 -1.725 -0.815
C 1.645 -1.952 -0.030
C 1.426 -1.219 1.136
C 2.318 -0.244 1.555
C 3.438 -0.014 0.781
H 2.138 0.311 2.461
H 0.559 -1.443 1.733
N 0.722 -2.908 -0.429
H 0.932 -3.449 -1.250
S -0.697 -3.346 0.340
O -0.467 -3.606 1.728
O -1.217 -4.395 -0.486
C -1.706 -1.885 0.168
C -2.177 -1.228 1.287
C -2.953 -0.095 1.132
C -3.273 0.396 -0.134
C -2.790 -0.292 -1.243
C -2.011 -1.428 -1.096
H -1.645 -1.969 -1.954
H -3.017 0.046 -2.240
C -4.129 1.647 -0.251
C -4.398 2.047 -1.704
H -4.934 1.262 -2.233
H -3.472 2.266 -2.229
H -5.014 2.943 -1.723
C -5.480 1.393 0.433
H -6.116 2.270 0.337
H -5.984 0.548 -0.032
H -5.358 1.177 1.491
C -3.404 2.810 0.441
H -3.248 2.611 1.497
H -2.433 2.977 -0.022
H -3.991 3.721 0.349
H -3.314 0.408 2.015
H -1.935 -1.619 2.263
H 2.949 -2.296 -1.713
C 5.491 -0.782 -2.125
H 6.415 -0.217 -2.238
H 5.722 -1.846 -2.042
H 4.854 -0.618 -2.997
H 5.641 2.319 1.776
H 4.759 1.299 2.940
H 3.888 2.537 2.004

[3]
50
Properties=species:S:1:pos:R:3 method="wB97M-V/def2-TZVPD" e_above_lowest_kcal_mol=10.2 e_tot_ha=-1924.1860 smiles="CSc1ccccc1NC(=O)c1cccc(S(=O)(=O)N2CCN(C)CC2)c1" spin_multiplicity=1
C 1.822 3.129 0.609
H 2.419 4.014 0.409
H 0.883 3.406 1.076
H 2.368 2.436 1.241
S 1.400 2.315 -0.966
C 3.065 1.950 -1.526
C 3.843 2.963 -2.056
C 5.137 2.697 -2.468
C 5.642 1.412 -2.355
C 4.867 0.390 -1.838
C 3.564 0.646 -1.419
N 2.723 -0.323 -0.889
C 2.966 -1.636 -0.619
O 4.028 -2.196 -0.784
C 1.775 -2.332 -0.034
C 0.465 -1.980 -0.350
C -0.579 -2.640 0.263
C -0.360 -3.659 1.171
C 0.941 -4.040 1.455
C 2.000 -3.378 0.857
H 3.021 -3.658 1.069
H 1.131 -4.849 2.144
H -1.212 -4.145 1.618
S -2.257 -2.110 -0.073
O -3.145 -3.227 0.051
O -2.254 -1.369 -1.305
N -2.482 -1.129 1.274
C -1.926 0.202 1.154
C -2.842 1.140 0.369
N -4.160 1.164 0.983
C -5.034 2.107 0.319
H -5.994 2.123 0.833
H -4.591 3.100 0.376
H -5.204 1.857 -0.739
C -4.726 -0.175 0.991
C -3.829 -1.104 1.807
H -4.207 -2.125 1.776
H -3.772 -0.757 2.843
H -5.719 -0.132 1.444
H -4.818 -0.585 -0.031
H -2.429 2.151 0.390
H -2.886 0.797 -0.677
H -0.958 0.120 0.658
H -1.779 0.588 2.167
H 0.224 -1.235 -1.095
H 1.801 0.045 -0.671
H 5.256 -0.611 -1.751
H 6.650 1.199 -2.677
H 5.744 3.490 -2.878
H 3.430 3.956 -2.145

no.,LUMO (eV),frontier orbital gap (eV)
1,0.632,9.04
2,0.478,8.18
3,0.193,8.92